# 1
A cluster of 2 separate species, C29H32N3O in total in a non-equilibrium geometry, computed with ωB97M-V/def2-TZVPD.

## Properties
gap between HOMO and LUMO: 6.28 eV
E_tot: -37103.22190 eV
largest force on an atom: 4.7 eV/Å
net charge: +1
energy above the lowest of the compared OMol25 structures with the same formula, charge and spin: 0.00 kcal per mole

Structure (XYZ):
```
65
C29H32N3O (ωB97M-V/def2-TZVPD)
C 0.355 -5.590 -0.352
N 0.320 -4.228 0.145
C 1.258 -3.264 -0.077
C 0.920 -2.103 0.670
C 1.617 -0.881 0.709
C 1.789 -0.136 1.956
C 0.927 0.922 2.279
C 1.203 1.793 3.330
C 2.309 1.542 4.154
C 3.105 0.409 3.928
C 2.845 -0.422 2.844
C -0.325 -2.417 1.372
C -1.147 -1.727 2.245
C -2.350 -2.325 2.655
C -2.716 -3.610 2.211
C -1.850 -4.348 1.390
C -0.677 -3.733 0.988
H -0.671 -5.956 -0.456
H 0.863 -5.598 -1.320
H 0.893 -6.270 0.326
H 2.146 -3.445 -0.674
H 2.492 -0.847 0.036
H 0.047 1.017 1.653
H 0.558 2.654 3.511
H 2.524 2.221 4.976
H 3.935 0.183 4.599
H 3.453 -1.306 2.647
H -0.823 -0.756 2.621
H -3.014 -1.785 3.331
H -3.677 -4.028 2.508
H -2.079 -5.354 1.045
C 1.773 4.236 0.245
N 1.200 2.972 -0.147
C -0.224 2.722 -0.218
C -1.036 3.179 0.995
C -0.844 3.503 -1.368
N -0.204 1.258 -0.436
C 0.903 0.962 -1.300
C 0.669 1.018 -2.814
C -0.651 0.416 -3.246
C -1.047 -0.836 -2.750
C -2.305 -1.356 -3.079
C -3.145 -0.653 -3.953
C -2.735 0.578 -4.478
C -1.476 1.093 -4.154
C 1.922 1.994 -0.797
O 3.137 1.889 -0.822
H 2.861 4.150 0.249
H 1.476 5.043 -0.440
H 1.432 4.495 1.253
H -0.890 2.587 1.898
H -0.761 4.217 1.220
H -2.103 3.147 0.729
H -0.317 3.368 -2.311
H -1.887 3.194 -1.496
H -0.819 4.571 -1.119
H -1.097 0.839 -0.669
H 1.261 -0.046 -1.065
H 0.789 2.046 -3.181
H 1.493 0.428 -3.251
H -0.362 -1.414 -2.123
H -2.614 -2.313 -2.656
H -4.117 -1.070 -4.230
H -3.389 1.136 -5.152
H -1.123 2.032 -4.589
```

# 2
A structure of composition C29H32N3OPdS, computed with ωB97M-V/def2-TZVPD.

## Properties
gap between HOMO and LUMO: 5.70 eV
E_tot: -51425.57717 eV
largest force on an atom: 0.2 eV/Å
net charge: -1

Structure (XYZ):
```
67
C29H32N3OPdS (ωB97M-V/def2-TZVPD)
Pd 0.490 0.862 0.107
N 1.713 3.610 -0.183
C 1.189 4.402 0.911
C -0.130 3.850 1.440
N 0.016 2.495 1.964
H 2.634 3.905 -0.469
H 1.091 3.583 -0.987
H 1.012 5.462 0.661
H 1.923 4.392 1.725
H -0.847 3.810 0.616
H -0.514 4.569 2.179
H -0.862 2.115 2.298
H 0.672 2.462 2.736
O -0.205 2.621 -2.450
S -0.231 1.247 -1.837
C 0.583 0.265 -3.173
C 0.643 -1.207 -2.904
C 1.360 -1.710 -1.818
C 1.360 -3.073 -1.551
C 0.662 -3.951 -2.369
C -0.036 -3.461 -3.465
C -0.044 -2.098 -3.725
C -1.949 0.639 -2.104
C -2.532 0.796 -3.479
C -2.983 -0.320 -4.181
C -3.530 -0.196 -5.451
C -3.629 1.055 -6.043
C -3.187 2.175 -5.352
C -2.647 2.051 -4.079
H 1.573 0.723 -3.191
H 0.080 0.488 -4.116
H 1.887 -1.038 -1.151
H 1.904 -3.435 -0.687
H 0.663 -5.013 -2.155
H -0.577 -4.138 -4.116
H -0.590 -1.712 -4.579
H -2.512 1.206 -1.361
H -1.940 -0.405 -1.787
H -2.904 -1.298 -3.720
H -3.877 -1.077 -5.977
H -4.050 1.157 -7.036
H -3.261 3.155 -5.807
H -2.283 2.916 -3.544
N 1.657 -0.382 1.387
C 1.328 -0.856 2.500
C 2.290 -1.699 3.317
C 3.659 -1.574 3.074
C 4.581 -2.353 3.750
C 4.156 -3.291 4.687
C 2.800 -3.433 4.933
C 1.878 -2.640 4.258
C -0.027 -0.595 3.132
C -0.151 -0.163 4.451
C -1.383 0.225 4.966
C -2.519 0.159 4.173
C -2.411 -0.298 2.862
C -1.177 -0.663 2.349
H 3.957 -0.857 2.319
H 5.640 -2.235 3.548
H 4.876 -3.904 5.216
H 2.454 -4.167 5.652
H 0.820 -2.764 4.459
H 0.734 -0.111 5.077
H -1.453 0.586 5.986
H -3.481 0.459 4.571
H -3.293 -0.357 2.233
H -1.069 -0.964 1.311
```

# 3
A structure of composition C29H33AuI2N3OS2Sb, computed with ωB97M-V/def2-TZVPD.

## Properties
multiplicity: 3
gap between HOMO and LUMO (spin up / spin down): 6.95 / 5.29 eV
E_tot: -85226.72135 eV
largest force on an atom: 1.0 eV/Å
net charge: 0
energy above the lowest of the compared OMol25 structures with the same formula, charge and spin: 9.52 kcal per mole

Structure (XYZ):
```
72
C29H33AuI2N3OS2Sb (ωB97M-V/def2-TZVPD)
Au -0.331 0.005 0.938
I -2.711 2.054 -3.325
C -2.473 2.890 -1.410
C -2.855 4.198 -1.161
C -2.683 4.746 0.088
I -3.206 6.781 0.349
C -2.168 3.981 1.151
C -2.011 4.413 2.485
C -1.529 3.558 3.442
C -1.166 2.259 3.068
N -1.267 1.843 1.830
C -1.763 2.645 0.868
C -1.862 2.085 -0.447
O -1.383 0.930 -0.737
H -3.272 4.787 -1.964
H -2.279 5.426 2.747
H -1.413 3.866 4.469
H -0.782 1.546 3.784
S 0.693 -1.733 -0.375
C 1.784 -2.448 0.787
C 2.624 -3.449 0.307
C 3.574 -4.042 1.126
C 4.473 -4.988 0.587
N 5.208 -5.719 0.096
C 3.663 -3.642 2.477
C 2.795 -2.679 2.967
C 1.868 -2.047 2.133
S 0.924 -0.757 2.813
C 4.672 -4.181 3.311
N 5.526 -4.582 3.960
H 2.548 -3.743 -0.728
H 2.842 -2.394 4.007
C 4.922 -1.117 -0.535
C 4.687 0.380 -0.554
C 4.822 0.938 0.852
C 5.627 1.051 -1.531
Sb 2.480 0.753 -1.168
C 2.167 0.100 -3.363
C 0.685 0.273 -3.638
C 3.009 0.949 -4.295
C 2.548 -1.364 -3.459
C 2.197 3.063 -0.987
C 1.938 3.323 0.489
C 0.978 3.422 -1.812
C 3.412 3.829 -1.472
H 5.910 -1.327 -0.124
H 4.877 -1.547 -1.532
H 4.189 -1.612 0.093
H 5.823 0.733 1.235
H 4.105 0.466 1.526
H 4.671 2.016 0.873
H 6.657 0.839 -1.242
H 5.497 2.129 -1.553
H 5.482 0.661 -2.535
H 0.423 1.321 -3.750
H 0.077 -0.151 -2.840
H 0.418 -0.241 -4.561
H 2.765 2.006 -4.205
H 2.808 0.647 -5.325
H 4.072 0.812 -4.111
H 1.947 -1.964 -2.778
H 3.602 -1.525 -3.242
H 2.359 -1.718 -4.472
H 1.035 2.816 0.824
H 1.807 4.392 0.658
H 2.766 2.989 1.111
H 0.161 2.733 -1.617
H 1.199 3.409 -2.876
H 0.634 4.425 -1.553
H 4.253 3.719 -0.792
H 3.165 4.892 -1.522
H 3.709 3.518 -2.472
```

# 4
A structure of composition C29H33BCdF2N2O3Se, computed with ωB97M-V/def2-TZVPD.

## Properties
gap between HOMO and LUMO: 8.59 eV
E_tot: -115758.65920 eV
largest force on an atom: 0.5 eV/Å
net charge: 0
energy above the lowest of the compared OMol25 structures with the same formula, charge and spin: 0.00 kcal per mole

Structure (XYZ):
```
72
C29H33BCdF2N2O3Se (ωB97M-V/def2-TZVPD)
Cd -1.159 -0.414 -1.352
O -1.359 1.819 -2.200
C -0.135 2.382 -2.732
C 1.004 1.349 -2.536
O 2.035 1.532 -3.155
O 0.798 0.424 -1.665
C 0.264 3.606 -1.913
C 1.307 4.420 -2.356
C 1.709 5.510 -1.607
C 1.084 5.802 -0.398
C 0.062 4.986 0.054
C -0.344 3.889 -0.698
C -0.392 2.675 -4.201
C -0.837 3.920 -4.626
C -1.186 4.131 -5.956
C -1.097 3.097 -6.871
C -0.659 1.846 -6.452
C -0.311 1.639 -5.130
H -2.066 2.451 -2.372
H 1.808 4.180 -3.284
H 2.518 6.135 -1.963
H 1.401 6.657 0.186
H -0.421 5.194 1.000
H -1.122 3.240 -0.320
H -0.904 4.740 -3.922
H -1.524 5.109 -6.272
H -1.363 3.262 -7.907
H -0.582 1.032 -7.162
H 0.046 0.664 -4.821
F -3.284 -1.951 -3.050
B -2.465 -2.073 -2.011
F -2.524 -3.249 -1.378
C -2.445 -4.737 4.114
C -2.100 -3.253 4.143
C -2.783 -2.441 3.047
C -2.294 -2.733 1.634
N -0.861 -2.467 1.476
C -0.312 -1.236 1.403
Se -1.256 0.382 1.338
N 1.027 -1.375 1.291
C 2.030 -0.304 1.215
C 2.877 -0.240 2.479
C 2.090 0.105 3.741
C 1.608 1.551 3.768
C 1.337 -2.728 1.241
C 2.551 -3.380 1.064
C 2.513 -4.762 1.011
C 1.306 -5.464 1.118
C 0.098 -4.811 1.284
C 0.139 -3.424 1.350
H -2.025 -5.260 4.973
H -2.062 -5.234 3.222
H -3.527 -4.885 4.133
H -1.015 -3.116 4.080
H -2.393 -2.837 5.109
H -2.653 -1.373 3.230
H -3.861 -2.632 3.066
H -2.816 -2.114 0.905
H -2.451 -3.774 1.354
H 1.487 0.620 1.035
H 2.625 -0.490 0.322
H 3.643 0.521 2.310
H 3.408 -1.186 2.615
H 2.721 -0.085 4.611
H 1.236 -0.576 3.837
H 2.447 2.240 3.647
H 1.120 1.787 4.713
H 0.892 1.754 2.971
H 3.477 -2.834 0.958
H 3.434 -5.310 0.870
H 1.315 -6.543 1.059
H -0.830 -5.360 1.337
```

# 5
A structure of composition C29H33BrN4O2RuSSiTe, computed with ωB97M-V/def2-TZVPD.

## Properties
multiplicity: 2
gap between HOMO and LUMO (spin up / spin down): 6.33 / 5.87 eV
E_tot: -139298.26337 eV
largest force on an atom: 0.7 eV/Å
net charge: -1
energy above the lowest of the compared OMol25 structures with the same formula, charge and spin: 5.61 kcal per mole

Structure (XYZ):
```
73
C29H33BrN4O2RuSSiTe (ωB97M-V/def2-TZVPD)
Ru 0.489 -0.457 -1.199
C -2.374 1.766 1.214
C -1.189 1.099 0.590
N -1.276 0.232 -0.363
N -2.484 -0.291 -0.714
C -2.339 -1.531 -1.091
N -3.450 -2.253 -1.416
S -0.799 -2.375 -1.129
C 0.158 1.230 1.133
C 0.501 2.106 2.160
C 1.765 2.032 2.714
C 2.670 1.100 2.231
C 2.286 0.291 1.180
N 1.059 0.337 0.664
H -3.274 1.465 0.688
H -2.272 2.852 1.153
H -2.470 1.498 2.269
H -4.268 -1.692 -1.600
H -3.285 -2.988 -2.088
H -0.223 2.826 2.514
H 2.047 2.704 3.515
H 3.672 1.023 2.628
H 2.967 -0.405 0.708
Br 5.451 2.744 -2.607
C 3.821 3.452 -3.282
C 3.956 4.406 -4.283
C 2.833 4.956 -4.877
C 1.571 4.537 -4.481
C 1.449 3.576 -3.493
C 2.563 3.025 -2.861
C 2.325 1.993 -1.766
O 3.197 1.754 -0.943
O 1.142 1.488 -1.819
H 4.947 4.704 -4.598
H 2.948 5.698 -5.658
H 0.684 4.945 -4.950
H 0.476 3.213 -3.191
C 5.092 -1.297 -4.434
Si 4.912 -2.171 -2.779
C 6.314 -1.614 -1.653
C 5.044 -4.030 -3.047
C 3.315 -1.740 -2.046
C 2.243 -1.240 -1.733
H 5.949 -1.667 -5.004
H 5.217 -0.223 -4.276
H 4.189 -1.440 -5.032
H 7.286 -1.686 -2.151
H 6.351 -2.218 -0.743
H 6.152 -0.574 -1.360
H 6.020 -4.306 -3.456
H 4.272 -4.370 -3.742
H 4.902 -4.564 -2.105
C -3.965 -5.116 -5.615
C -3.117 -3.956 -5.165
C -3.624 -2.666 -5.117
C -2.843 -1.585 -4.711
C -3.475 -0.217 -4.673
C -1.508 -1.789 -4.342
Te -0.277 -0.135 -3.771
C -0.980 -3.094 -4.380
C 0.441 -3.416 -3.998
C -1.793 -4.148 -4.791
H -5.011 -4.825 -5.716
H -3.911 -5.944 -4.906
H -3.630 -5.494 -6.584
H -4.660 -2.493 -5.398
H -4.556 -0.289 -4.811
H -3.071 0.422 -5.461
H -3.261 0.289 -3.729
H 0.847 -2.721 -3.272
H 1.083 -3.374 -4.883
H 0.503 -4.425 -3.584
H -1.377 -5.152 -4.806
```

# 6
A structure of composition C29H33F10IN5O2PS3Tl in a non-equilibrium geometry, computed with ωB97M-V/def2-TZVPD.

## Properties
gap between HOMO and LUMO: 5.75 eV
E_tot: -123921.28330 eV
largest force on an atom: 1.3 eV/Å
net charge: -1
energy above the lowest of the compared OMol25 structures with the same formula, charge and spin: 0.00 kcal per mole

Structure (XYZ):
```
85
C29H33F10IN5O2PS3Tl (ωB97M-V/def2-TZVPD)
Tl 1.180 0.222 -0.310
C 1.414 3.357 -1.350
N 2.007 2.573 -0.265
C 3.467 2.530 -0.386
C 4.127 1.246 0.100
N 3.587 0.106 -0.608
C 4.320 -1.026 -0.634
C 3.993 -2.091 -1.509
F 2.877 -1.997 -2.257
C 4.741 -3.230 -1.683
F 4.335 -4.156 -2.565
C 5.912 -3.418 -0.973
F 6.678 -4.506 -1.164
C 6.260 -2.446 -0.057
F 7.367 -2.610 0.682
C 5.493 -1.310 0.117
F 5.919 -0.469 1.086
C 1.567 3.117 1.015
C 1.808 2.189 2.188
N 1.087 0.951 1.981
C 0.991 0.062 2.991
C -0.095 -0.846 2.997
F -0.981 -0.741 1.996
C -0.321 -1.772 3.987
F -1.403 -2.559 3.964
C 0.543 -1.857 5.067
F 0.337 -2.759 6.042
C 1.595 -0.968 5.138
F 2.424 -1.011 6.191
C 1.807 -0.034 4.141
F 2.856 0.799 4.320
H 1.765 4.397 -1.321
H 0.330 3.361 -1.249
H 1.670 2.919 -2.315
H 3.911 3.375 0.157
H 3.712 2.631 -1.445
H 4.038 1.135 1.184
H 5.191 1.368 -0.128
H 0.495 3.290 0.952
H 2.060 4.082 1.206
H 1.384 2.698 3.063
H 2.878 2.061 2.371
C -0.872 -3.504 -3.521
C -0.903 -3.546 -2.034
C -1.936 -4.036 -1.283
C -1.820 -3.978 0.120
N -0.716 -3.558 0.710
C 0.285 -3.064 -0.019
S 1.699 -2.450 0.678
N 0.171 -3.055 -1.386
C -2.959 -4.326 1.018
H -1.797 -3.889 -3.941
H -0.034 -4.099 -3.888
H -0.713 -2.477 -3.857
H -2.819 -4.440 -1.754
H 0.919 -2.614 -1.915
H -3.752 -4.857 0.494
H -3.349 -3.390 1.424
H -2.601 -4.911 1.863
C -4.417 4.182 -2.405
C -2.910 3.960 -2.391
C -2.500 2.811 -3.298
O -2.408 3.836 -1.047
P -2.500 2.674 0.056
S -2.064 3.516 1.763
S -1.450 1.064 -0.624
O -4.068 2.284 -0.093
C -4.773 1.137 0.434
C -4.276 0.704 1.807
C -4.764 -0.027 -0.553
H -4.735 4.456 -3.413
H -4.682 4.985 -1.717
H -4.936 3.277 -2.100
H -2.423 4.876 -2.737
H -2.953 1.877 -2.969
H -1.419 2.677 -3.302
H -2.830 3.026 -4.317
H -5.801 1.500 0.522
H -3.243 0.358 1.742
H -4.896 -0.112 2.183
H -4.314 1.535 2.509
H -3.765 -0.448 -0.632
H -5.079 0.303 -1.544
H -5.457 -0.793 -0.198
I 0.533 -0.127 -3.099
```

Number 2 is which compound? C29H32N3OPdS

The lowest E_tot belongs to which entry? C29H33BrN4O2RuSSiTe

What is the formula in the second record? C29H32N3OPdS

Among the records above, which one has the lowest largest force on an atom? C29H32N3OPdS